(A)
This record from the Open Molecules 2025 dataset describes CH5N3O2S as an isolated structure. The level of theory is ωB97M-V/def2-TZVPD.

Positions of all 12 atoms, in Å:
C1 0.677 0.902 0.286
N1 -0.376 1.049 -0.680
N2 0.427 -0.402 0.899
N3 1.145 -1.303 0.131
O1 -2.428 0.241 0.740
O2 -1.482 -1.449 -0.865
S1 -1.363 -0.291 -0.009
H1 1.636 1.034 -0.201
H2 0.639 1.600 1.030
H3 -0.823 1.914 -0.763
H4 0.866 -2.252 0.312
H5 1.082 -1.043 -0.879

Properties
net charge	0
HOMO-LUMO gap	9.76	eV
lowest unoccupied orbital energy	0.724	eV



(B)
This record from the Open Molecules 2025 dataset describes CH5N3O2S as an isolated structure. The level of theory is ωB97M-V/def2-TZVPD.

Positions of all 12 atoms, in Å:
C1 0.145 0.943 0.312
N1 -0.941 1.215 -0.590
N2 -0.282 -0.510 0.727
N3 0.528 -1.451 -0.011
O1 -2.736 0.427 0.901
O2 -2.376 -0.938 -1.110
S1 -1.841 -0.153 -0.032
H1 1.074 0.786 -0.203
H2 0.157 1.480 1.299
H3 -1.338 2.243 -0.515
H4 0.676 -2.394 0.390
H5 0.259 -1.604 -0.918

Properties
net charge	0
HOMO-LUMO gap	10.85	eV
lowest unoccupied orbital energy	0.840	eV



What should be chosen as the most stable of them? Choose (B).



(A)
This record from the Open Molecules 2025 dataset describes a 21-piece molecular cluster, H42O21 overall. The level of theory is ωB97M-V/def2-TZVPD.

Positions of all 63 atoms, in Å:
O1 4.060 1.397 -3.529
H1 3.526 0.777 -4.065
H2 3.666 1.567 -2.684
O2 -0.508 -4.378 -2.731
H3 0.041 -3.704 -2.395
H4 -1.381 -4.223 -2.683
O3 -3.280 -2.631 -0.708
H5 -4.178 -2.711 -0.435
H6 -3.227 -3.195 -1.430
O4 1.377 1.653 -2.061
H7 0.735 1.668 -1.430
H8 2.231 1.769 -1.459
O5 -1.144 -3.503 2.554
H9 -0.613 -3.201 3.179
H10 -1.974 -2.944 2.704
O6 -0.368 0.548 -4.134
H11 -0.235 0.524 -5.050
H12 0.315 0.763 -3.533
O7 -1.788 -0.307 -2.069
H13 -1.496 0.146 -2.952
H14 -0.987 -0.813 -1.846
O8 0.980 0.738 3.847
H15 1.478 1.560 4.277
H16 1.313 -0.224 3.992
O9 -2.089 2.734 -0.630
H17 -3.064 2.898 -1.045
H18 -1.840 1.865 -0.953
O10 -2.954 -1.087 -4.163
H19 -3.065 -0.126 -3.969
H20 -2.600 -1.503 -3.381
O11 -1.993 -1.249 1.123
H21 -1.739 -2.271 1.095
H22 -2.124 -1.146 0.230
O12 -0.114 2.872 0.549
H23 -0.525 3.555 -0.136
H24 -0.862 2.487 0.826
O13 1.096 0.326 1.362
H25 0.265 0.397 1.834
H26 1.608 -0.271 1.882
O14 0.763 4.012 2.562
H27 0.621 3.623 1.683
H28 1.591 3.927 2.755
O15 1.703 3.952 -1.635
H29 1.753 3.412 -0.859
H30 2.374 3.580 -2.230
O16 2.550 -3.211 -1.433
H31 2.536 -3.365 -0.545
H32 3.104 -2.453 -1.472
O17 1.315 -2.355 4.373
H33 2.072 -2.899 4.166
H34 0.680 -2.423 3.552
O18 1.936 -3.371 0.985
H35 1.247 -2.631 1.285
H36 1.487 -4.015 1.398
O19 -2.531 1.526 1.633
H37 -2.392 2.121 2.246
H38 -2.439 2.021 0.614
O20 -2.282 -0.427 3.695
H39 -2.013 0.456 3.680
H40 -2.696 -0.619 2.900
O21 3.286 2.706 0.276
H41 3.881 3.357 0.242
H42 2.805 2.700 1.083

Properties
net charge	0
HOMO-LUMO gap	10.09	eV
lowest unoccupied orbital energy	-0.352	eV



(B)
This record from the Open Molecules 2025 dataset describes a 21-piece molecular cluster, H42O21 overall. The level of theory is ωB97M-V/def2-TZVPD.

Positions of all 63 atoms, in Å:
O1 2.724 -2.376 3.970
H1 1.869 -2.039 3.862
H2 2.637 -3.161 3.417
O2 -3.100 0.426 -2.227
H3 -2.737 0.600 -3.016
H4 -3.693 -0.355 -2.023
O3 -4.310 -2.477 0.197
H5 -4.416 -3.310 0.540
H6 -4.398 -1.782 1.009
O4 -0.354 -2.868 2.612
H7 -0.464 -2.427 3.302
H8 -0.528 -2.419 1.787
O5 -3.713 -0.750 2.243
H9 -3.574 -0.369 3.195
H10 -3.040 -0.092 1.970
O6 -0.728 4.386 -1.449
H11 -0.728 3.806 -0.602
H12 -1.568 4.487 -1.670
O7 4.913 1.098 0.111
H13 4.034 1.315 -0.246
H14 5.451 1.158 -0.666
O8 1.629 -1.015 1.467
H15 2.040 -0.045 1.579
H16 2.171 -1.296 2.241
O9 -1.513 -0.310 -0.273
H17 -1.964 -0.690 -1.061
H18 -1.180 -1.182 0.030
O10 -0.901 1.604 -2.701
H19 -1.234 2.154 -3.441
H20 -0.770 2.187 -1.963
O11 0.032 3.237 1.594
H21 0.580 2.990 2.235
H22 -0.015 2.311 1.123
O12 0.628 -3.390 -1.517
H23 0.125 -3.306 -2.254
H24 1.143 -2.621 -1.865
O13 -1.063 -2.802 0.079
H25 -0.205 -3.357 -0.291
H26 -1.853 -3.242 -0.283
O14 -2.382 2.303 -0.602
H27 -2.086 1.449 -0.684
H28 -3.277 2.127 -0.978
O15 1.492 -4.344 1.331
H29 1.032 -4.039 2.075
H30 1.028 -3.775 0.585
O16 0.363 -1.527 -3.278
H31 0.127 -0.856 -2.771
H32 1.060 -1.100 -3.929
O17 2.889 1.925 -1.685
H33 3.066 2.772 -1.408
H34 1.945 2.034 -1.721
O18 2.465 -0.638 -1.944
H35 2.688 -0.643 -0.921
H36 2.009 -1.517 -1.895
O19 0.935 1.142 -0.657
H37 0.611 0.262 -0.602
H38 1.572 1.055 0.021
O20 -1.910 1.681 2.463
H39 -2.362 2.434 2.926
H40 -1.709 2.035 1.640
O21 2.323 4.568 0.319
H41 1.663 4.755 -0.494
H42 1.595 4.732 0.814

Properties
net charge	0
HOMO-LUMO gap	10.72	eV
lowest unoccupied orbital energy	-0.244	eV



What should be chosen as the most stable of them? Choose (B).



(A)
This record from the Open Molecules 2025 dataset describes one molecule with the formula H4N2. The level of theory is ωB97M-V/def2-TZVPD.

Positions of all 6 atoms, in Å:
H1 1.314 0.721 -0.195
H2 1.084 -0.739 0.482
H3 -0.996 -0.531 0.746
H4 -1.329 0.286 -0.816
N1 0.676 -0.121 -0.332
N2 -0.749 0.384 0.116

Properties
net charge	0
HOMO-LUMO gap	10.39	eV
structure (SMILES)	NN
lowest unoccupied orbital energy	1.164	eV



(B)
This record from the Open Molecules 2025 dataset describes one molecule with the formula H4N2. The level of theory is ωB97M-V/def2-TZVPD.

Positions of all 6 atoms, in Å:
H1 -0.962 0.194 0.800
H2 -1.197 0.339 -0.537
H3 1.135 -0.764 0.363
H4 0.799 0.924 0.337
N1 -0.699 -0.123 -0.015
N2 0.731 0.024 -0.123

Properties
net charge	0
HOMO-LUMO gap	11.02	eV
structure (SMILES)	NN
lowest unoccupied orbital energy	1.294	eV



What should be chosen as the most stable of them? Choose (A).



(A)
This record from the Open Molecules 2025 dataset describes one molecule with the formula C20H24N4O3S. The level of theory is ωB97M-V/def2-TZVPD.

Positions of all 52 atoms, in Å:
C1 -3.079 -1.547 1.897
H1 -3.408 -0.793 2.607
H2 -2.824 -2.467 2.413
H3 -2.230 -1.189 1.326
S1 -4.467 -1.964 0.796
C2 -4.834 -0.370 0.086
C3 -6.146 0.078 0.167
C4 -6.504 1.317 -0.328
C5 -5.542 2.134 -0.897
C6 -4.239 1.687 -1.006
C7 -3.874 0.429 -0.541
O1 -2.550 0.063 -0.678
C8 -2.302 -1.060 -1.517
C9 -0.871 -1.432 -1.340
C10 0.284 -0.734 -1.540
C11 1.297 -1.628 -1.105
N1 0.763 -2.754 -0.703
O2 -0.574 -2.643 -0.841
C12 2.737 -1.267 -1.140
O3 3.161 -0.604 -2.074
N2 3.517 -1.648 -0.104
C13 3.043 -2.400 1.037
H4 2.338 -3.158 0.708
H5 2.558 -1.740 1.762
H6 3.898 -2.885 1.506
C14 4.766 -0.940 0.063
H7 5.535 -1.621 0.432
H8 5.056 -0.564 -0.921
C15 4.588 0.237 1.049
N3 3.366 0.945 0.796
C16 3.091 1.870 -0.154
C17 1.751 2.161 -0.030
C18 1.283 1.351 1.019
N4 2.273 0.621 1.503
C19 -0.098 1.263 1.563
H9 -0.400 2.220 1.986
H10 -0.136 0.505 2.342
H11 -0.803 1.006 0.772
H12 1.184 2.861 -0.610
C20 4.096 2.365 -1.127
H13 3.740 3.283 -1.586
H14 5.055 2.557 -0.647
H15 4.238 1.619 -1.910
H16 4.519 -0.140 2.072
H17 5.441 0.915 0.971
H18 0.419 0.255 -1.919
H19 -2.496 -0.783 -2.563
H20 -2.934 -1.914 -1.247
H21 -3.475 2.300 -1.460
H22 -5.806 3.113 -1.268
H23 -7.528 1.650 -0.253
H24 -6.878 -0.561 0.636

Properties
net charge	0
HOMO-LUMO gap	9.32	eV
structure (SMILES)	CSc1ccccc1OCc1cc(C(=O)N(C)CCn2nc(C)cc2C)no1
lowest unoccupied orbital energy	0.746	eV



(B)
This record from the Open Molecules 2025 dataset describes one molecule with the formula C20H24N4O3S. The level of theory is ωB97M-V/def2-TZVPD.

Positions of all 52 atoms, in Å:
C1 5.128 3.991 -2.856
H1 5.627 3.530 -2.008
H2 5.363 3.405 -3.741
C2 3.622 4.018 -2.628
C3 3.077 2.615 -2.436
O1 3.782 1.630 -2.445
N1 1.722 2.543 -2.249
C4 0.993 1.368 -2.076
C5 1.447 0.057 -2.086
C6 0.518 -0.956 -1.897
C7 -0.818 -0.657 -1.709
C8 -1.278 0.651 -1.698
C9 -0.363 1.660 -1.889
C10 -0.579 3.143 -1.933
H3 -1.288 3.415 -2.715
H4 -0.976 3.507 -0.984
C11 0.828 3.698 -2.214
H5 1.147 4.393 -1.432
H6 0.862 4.223 -3.173
H7 -2.331 0.841 -1.565
S1 -1.975 -1.975 -1.359
O2 -1.490 -3.201 -1.920
O3 -3.299 -1.534 -1.682
N2 -1.912 -2.146 0.302
C12 -0.687 -2.696 0.829
H8 -0.417 -3.542 0.198
C13 -0.935 -3.135 2.279
N3 -1.398 -2.009 3.058
C14 -0.533 -1.137 3.670
N4 -1.000 0.095 3.896
C15 -0.251 0.960 4.556
C16 1.015 0.678 5.031
C17 1.511 -0.601 4.802
C18 0.743 -1.520 4.122
H9 1.123 -2.515 3.958
H10 2.494 -0.877 5.158
H11 1.592 1.419 5.560
H12 -0.703 1.934 4.700
C19 -2.632 -1.478 2.515
H13 -2.943 -0.633 3.129
C20 -2.419 -1.030 1.066
H14 -3.357 -0.726 0.604
H15 -1.711 -0.185 1.055
H16 -3.385 -2.269 2.546
H17 -0.029 -3.563 2.702
H18 -1.721 -3.895 2.289
H19 0.125 -1.949 0.811
H20 0.817 -1.992 -1.917
H21 2.490 -0.162 -2.239
H22 3.122 4.481 -3.483
H23 3.389 4.614 -1.742
H24 5.510 5.000 -2.987

Properties
net charge	0
HOMO-LUMO gap	8.49	eV
structure (SMILES)	CCC(=O)N1CCc2cc(S(=O)(=O)N3CCN(c4ccccn4)CC3)ccc21
lowest unoccupied orbital energy	0.434	eV



What should be chosen as the most stable of them? Choose (B).